# 1
Density functional theory data (ωB97M-V with the def2-TZVPD basis set) for one molecule with the formula C11H15N in a non-equilibrium geometry.

Properties
SMILES string: CC(C)(C)C1=Cc2[nH]ccc2C1
Energy above the lowest of the compared OMol25 structures with the same formula, charge and spin in kJ/mol: 297.03
Total charge: 0
Energy in a.u.: -482.8020
2S+1: 1

The geometry in XYZ format:
```
27
Properties=species:S:1:pos:R:3:forces:R:3
N 3.2873 -1.1196 0.2068 -2.20 -3.61 0.51
C -2.2199 1.1376 0.8149 3.83 -0.66 0.08
C 4.1566 -0.1209 0.1189 -1.48 1.10 -1.09
C 1.9683 -0.6954 0.0758 3.48 1.78 -0.42
C 0.6840 1.2467 -0.2637 -1.50 -2.13 0.20
C -1.7134 -0.1281 0.0535 -1.04 -0.43 -1.13
C -0.2384 -0.3224 -0.0632 1.03 5.33 0.71
C -2.3841 -1.3599 0.6642 2.27 -1.67 0.27
C -2.1775 0.1481 -1.3887 -1.61 1.25 -0.13
C 0.6813 -1.2535 0.1257 -0.88 0.83 -0.49
C 2.0476 0.6804 -0.1535 0.20 -1.47 -0.03
C 3.4252 1.0105 -0.1928 -0.93 -1.47 0.92
H -1.8044 -0.6067 -2.0277 0.19 -0.87 -0.92
H 5.1450 -0.4147 0.0433 1.96 0.22 0.17
H 0.4648 -2.2545 0.1336 -0.46 -2.45 0.55
H -1.4906 1.8855 0.3646 -1.35 -0.20 1.50
H 3.7918 1.9507 -0.1382 1.22 2.82 -0.39
H -3.3268 -1.0519 0.9967 -2.01 -0.19 -0.17
H 0.4213 1.9018 0.5810 0.12 -0.25 -0.29
H -1.8860 -1.5810 1.6529 -0.09 0.11 -0.97
H -3.3119 0.1652 -1.4158 1.21 -0.10 -0.13
H -1.8307 1.1464 -1.8132 -0.29 -1.18 0.80
H -2.1478 0.9196 1.8972 0.36 0.78 -0.35
H 0.4110 1.7530 -1.2198 0.26 -0.48 0.65
H 3.5647 -2.1087 0.2935 -0.30 1.06 -0.02
H -3.2056 1.4154 0.6004 -1.49 0.09 -0.64
H -2.3118 -2.3435 0.0537 -0.51 1.79 0.83
```
Positions in Å, forces in eV/Å.


# 2
Density functional theory data (ωB97M-V with the def2-TZVPD basis set) for C18H37AsAuN2Si2 as an isolated structure.

Properties
Energy above the lowest of the compared OMol25 structures with the same formula, charge and spin in kJ/mol: 0.00
Total charge: +3
Energy in a.u.: -3767.1289
2S+1: 1

The geometry in XYZ format:
```
61
Properties=species:S:1:pos:R:3:forces:R:3
Au 0.5024 -0.3146 1.9195 0.15 0.06 0.18
As 2.6183 0.4810 2.6655 0.13 -0.25 0.23
Si 2.8145 2.8598 3.4344 0.03 -0.06 -0.04
Si 4.1125 -1.1416 3.4439 0.04 0.13 -0.43
N -3.8296 -1.2550 -6.8638 0.00 0.00 0.00
N -2.6727 -0.7260 -4.6894 -0.09 -0.04 -0.16
C -2.7373 -2.1756 -4.8706 0.01 0.00 -0.01
C -4.8143 -0.6056 -5.9330 -0.01 0.02 0.00
C 1.4721 2.9830 4.7017 -0.01 -0.04 -0.01
C -1.6855 -1.5295 2.4107 -0.10 -0.06 -0.03
C 5.8669 -0.6571 3.6873 -0.07 0.06 0.13
C -1.7695 0.1032 0.6001 0.05 -0.08 0.02
C -4.0283 -0.1770 -4.6704 0.01 0.01 -0.01
C -2.3572 -0.6299 3.2379 0.04 -0.04 0.02
C 2.4409 3.6877 1.8200 0.02 0.04 0.03
C -2.7581 0.6030 2.7424 0.00 0.07 -0.02
C -2.6832 -0.3214 -7.1350 0.01 0.01 -0.01
C 3.7556 -2.8317 2.8152 -0.04 0.00 0.13
C -1.4040 -1.1798 1.0698 0.05 0.05 -0.02
C -1.9263 -0.1318 -5.7985 0.02 0.01 0.01
C -2.4529 0.9768 1.4373 -0.02 0.04 0.02
C 4.5419 3.0400 4.0647 -0.04 0.00 0.02
C -3.3199 -2.5325 -6.2598 0.01 -0.02 0.00
C 2.9342 -0.5485 4.8863 -0.16 0.28 -0.04
H -5.5886 -1.3416 -5.7238 0.00 0.00 0.00
H -4.1547 -3.2286 -6.2073 0.00 0.00 0.00
H 6.3208 -1.3438 4.4076 0.01 -0.01 0.00
H -1.4652 -2.5306 2.7580 0.05 0.01 0.02
H -5.2625 0.2340 -6.4604 0.00 0.00 0.00
H -1.5619 0.3701 -0.4275 -0.03 0.01 -0.01
H 1.6106 2.3037 5.5435 0.00 0.00 0.01
H -3.1094 0.6042 -7.5179 0.00 0.00 0.00
H -2.7704 1.9410 1.0637 0.01 0.01 0.00
H 1.4832 3.9980 5.1107 0.01 0.02 -0.02
H -3.3539 -2.5979 -4.0784 -0.01 0.00 0.00
H -3.9607 0.9087 -4.6176 0.00 0.00 0.01
H 2.6902 -3.0275 2.6975 0.00 0.02 0.00
H -1.7800 0.9293 -5.6046 0.00 0.00 0.00
H 5.2929 2.7487 3.3300 -0.01 0.01 -0.02
H -4.2970 -1.4684 -7.7439 0.00 0.00 0.00
H -2.0693 -0.7719 -7.9124 0.00 0.00 0.00
H 4.2535 -2.9821 1.8557 0.00 0.01 -0.01
H -0.9439 -0.5997 -5.8463 0.00 0.00 0.00
H 4.7099 2.4942 4.9945 0.01 0.00 0.00
H 4.7030 4.0995 4.2887 0.01 0.00 0.00
H 4.1654 -3.5671 3.5135 0.01 -0.01 -0.01
H -1.7365 -2.5933 -4.7753 0.00 0.00 0.01
H 5.9906 0.3581 4.0613 -0.01 0.01 -0.01
H 0.4855 2.8151 4.2677 0.00 -0.01 0.00
H -3.3163 1.2797 3.3758 0.00 0.00 0.01
H 1.8457 -0.6248 4.8402 0.00 -0.05 0.11
H -1.0310 -1.9275 0.3793 -0.03 -0.01 0.00
H 3.2299 -1.3856 5.5423 -0.02 -0.10 -0.10
H -2.5729 -2.9324 -6.9431 0.00 0.00 0.00
H 1.5669 3.2699 1.3180 -0.02 0.01 0.01
H 6.4150 -0.7587 2.7491 -0.02 -0.01 -0.02
H 3.2319 0.3682 5.3899 0.07 -0.04 0.05
H -2.5921 -0.9122 4.2553 -0.03 -0.01 -0.01
H 3.2871 3.6836 1.1328 0.01 -0.03 0.00
H -4.5454 -0.5237 -3.7775 -0.01 0.00 0.00
H 2.2093 4.7340 2.0449 0.01 0.01 -0.02
```
Positions in Å, forces in eV/Å.


> Which formula does entry 2 have?

C18H37AsAuN2Si2


> Look up the energy of the first one.

-482.8020 a.u.


> Which value of energy above the lowest of the compared OMol25 structures with the same formula, charge and spin does entry 2 give?

0.00 kJ/mol